Entry 1:
C19H28ClN5O8S2Sr as an isolated structure. Source: OMol25; level of theory: the ωB97M-V functional and the def2-TZVPD basis.

Geometry (Å):
1 Sr -0.5542 -0.0278 -1.5728
2 O -0.2368 -1.5519 -5.3710
3 Cl -0.1809 -0.2912 -4.7155
4 O 0.0337 0.7810 -5.6225
5 O -1.4374 -0.0676 -3.9709
6 O 0.8701 -0.3036 -3.6889
7 C -1.7633 -2.3098 1.6152
8 N -0.5187 -3.0349 1.4170
9 C 0.1554 -3.4414 2.6424
10 C 1.3519 -4.3131 2.3282
11 C 2.2195 -3.6106 1.3062
12 N 1.4248 -3.2798 0.1319
13 C 2.1675 -2.9563 -1.0758
14 C 0.1494 -2.8409 0.2509
15 O -0.4295 -2.3017 -0.7206
16 H -2.3540 -2.8379 2.3637
17 H -2.3246 -2.2661 0.6876
18 H -1.5696 -1.2905 1.9642
19 H -0.5678 -3.9869 3.2520
20 H 0.4640 -2.5500 3.1969
21 H 1.0209 -5.2743 1.9290
22 H 1.9197 -4.5017 3.2396
23 H 3.0352 -4.2569 0.9802
24 H 2.6528 -2.6980 1.7298
25 H 2.9115 -3.7349 -1.2437
26 H 2.6722 -1.9911 -0.9828
27 H 1.4983 -2.9232 -1.9294
28 N 4.5616 4.9494 3.2144
29 C 3.7592 3.9419 2.7071
30 C 3.8012 3.6149 1.3501
31 C 3.0345 2.5770 0.8533
32 C 2.2192 1.8508 1.7088
33 C 2.1703 2.1632 3.0632
34 C 2.9350 3.1976 3.5597
35 S 1.1573 0.5990 1.0892
36 O 1.6444 0.2867 -0.2641
37 O 1.1497 -0.5110 2.0081
38 N -0.3053 1.1831 0.9986
39 C -0.5164 2.3750 0.3565
40 S -0.4064 3.9088 1.1628
41 C -0.9002 4.7027 -0.2788
42 C -1.1171 3.7910 -1.2523
43 N -0.9036 2.4806 -0.8962
44 H 4.8907 5.6338 2.5545
45 H 4.2789 5.3460 4.0946
46 H 4.4446 4.1773 0.6841
47 H 3.0664 2.3231 -0.1975
48 H 1.5324 1.5870 3.7215
49 H 2.9063 3.4357 4.6163
50 H -1.0003 5.7729 -0.3404
51 H -1.4312 4.0174 -2.2603
52 C -4.3687 -1.0508 -3.2005
53 C -4.5130 0.4535 -2.8952
54 C -4.0964 0.5540 -1.4358
55 O -3.0861 -0.4493 -1.2874
56 C -3.5497 -1.5976 -2.0223
57 H -3.8506 -1.2059 -4.1433
58 H -5.3375 -1.5460 -3.2530
59 H -5.5247 0.8223 -3.0570
60 H -3.8295 1.0286 -3.5187
61 H -4.9275 0.3248 -0.7592
62 H -3.6590 1.5095 -1.1501
63 H -4.1620 -2.2090 -1.3530
64 H -2.6765 -2.1770 -2.3185

The calculation puts the lowest unoccupied orbital energy at 0.413 eV. Its frontier orbital gap is 8.9 eV. The HOMO energy comes out at -0.31167 hartree.

***

Entry 2:
The molecule C6H10O in a non-equilibrium geometry. Source: OMol25; level of theory: the ωB97M-V functional and the def2-TZVPD basis.

Geometry (Å):
1 C 3.1396 0.6638 0.7075
2 C 1.7293 1.0020 0.2255
3 C 0.9034 0.0508 -0.2334
4 C -0.4884 0.2457 -0.5591
5 C -1.5168 -0.6534 -0.4760
6 O -1.1273 -1.8428 0.1103
7 C -2.9857 -0.3244 -0.5870
8 H 3.7665 1.4942 0.6418
9 H 3.1649 0.1626 1.6148
10 H 3.7754 0.0571 0.0560
11 H 1.3827 1.9137 0.6671
12 H 1.1417 -0.9846 -0.2827
13 H -0.6359 1.2312 -0.9763
14 H -1.9541 -2.3326 0.3227
15 H -3.5881 -0.9269 -1.1037
16 H -3.0703 0.7695 -0.5087
17 H -3.6370 -0.5259 0.3811

The calculation puts the lowest unoccupied orbital energy at 0.699 eV. Its frontier orbital gap is 8.4 eV. As for the SMILES: C/C=C/C=C(/C)O. The HOMO energy comes out at -0.28467 hartree.

***

Entry 3:
A 2-piece molecular cluster, C4H8O3 overall. Source: OMol25; level of theory: the ωB97M-V functional and the def2-TZVPD basis.

Geometry (Å):
1 C 2.6456 -0.1228 0.5411
2 O 1.3652 0.1228 1.1319
3 C 0.3587 -0.5956 0.6250
4 O 0.4409 -1.3814 -0.2818
5 C -0.9267 -0.2864 1.3982
6 C -1.9986 0.6310 -1.5941
7 O -1.9098 -0.9635 1.2690
8 H 2.9038 -1.1807 0.6303
9 H 3.3487 0.4960 1.0968
10 H 2.6341 0.1547 -0.5153
11 H -0.8765 0.5852 2.0758
12 H -1.1782 1.2377 -1.1955
13 H -2.9471 1.0205 -1.2158
14 H -1.9853 0.6904 -2.6851
15 H -1.8748 -0.4080 -1.2804

The calculation puts the lowest unoccupied orbital energy at -0.264 eV. Its frontier orbital gap is 10.1 eV. As for the SMILES: COC(=O)C=O.C. The HOMO energy comes out at -0.38166 hartree.

***

Entry 4:
The molecule C3H7ClN2 in a non-equilibrium geometry. Source: OMol25; level of theory: the ωB97M-V functional and the def2-TZVPD basis.

Geometry (Å):
1 C -0.5141 0.3304 0.0601
2 C -0.9958 1.6835 0.1985
3 C 1.4022 -1.2257 0.0383
4 N 0.7539 0.1028 0.0054
5 N -1.4245 -0.7599 0.0464
6 Cl -3.0556 -0.2765 -0.1573
7 H -1.5979 1.8182 -0.6471
8 H -0.3639 2.4967 0.3113
9 H -1.6076 1.6694 1.1832
10 H 2.0846 -1.3315 -0.8858
11 H 0.6138 -1.9250 -0.1335
12 H 1.9054 -1.4895 0.9838
13 H -1.2440 -1.4556 -0.5968

The calculation puts the lowest unoccupied orbital energy at 0.764 eV. Its frontier orbital gap is 9.7 eV. As for the SMILES: C/N=C(/C)NCl. The HOMO energy comes out at -0.32757 hartree.

***

Entry 5:
A 13-piece molecular cluster, C16H58N6O13 overall in a non-equilibrium geometry. Source: OMol25; level of theory: the ωB97M-V functional and the def2-TZVPD basis.

Geometry (Å):
1 C 2.3416 2.0531 -2.4069
2 C 3.5246 1.8081 -3.3279
3 O 4.4216 0.9091 -2.7579
4 H 1.6306 2.7911 -2.7989
5 H 2.6246 2.4741 -1.4819
6 H 1.8326 1.0821 -2.1109
7 H 3.9606 2.6981 -3.7409
8 H 3.1006 1.2811 -4.1639
9 H 5.2566 1.3991 -2.6719
10 C -0.7024 -1.8429 4.5041
11 C -2.1484 -1.5069 4.6331
12 O -2.4034 -0.1419 4.8001
13 H -0.2054 -1.7399 5.5091
14 H -0.0644 -1.2989 3.8081
15 H -0.4444 -2.8639 4.3231
16 H -2.3544 -2.1209 5.5101
17 H -2.7144 -1.8519 3.7751
18 H -2.4024 0.2711 3.9581
19 C -3.6294 -1.6399 -3.1809
20 C -3.3414 -1.8499 -1.6539
21 O -1.9904 -1.6219 -1.4009
22 H -3.1174 -2.2739 -3.8459
23 H -3.3234 -0.6529 -3.4659
24 H -4.7204 -1.6449 -3.3989
25 H -3.5754 -2.8789 -1.2589
26 H -3.8824 -1.1269 -1.0299
27 H -1.7384 -1.9729 -0.5189
28 C -0.9194 -3.2039 1.0771
29 O -1.0294 -4.5859 0.9971
30 N -1.9644 -2.3789 1.3351
31 N 0.0646 -2.5239 0.7111
32 H -2.8924 -2.8959 1.4501
33 H -2.0244 -1.3429 1.3611
34 H 0.9066 -2.9889 0.3571
35 H 0.1686 -1.4979 0.9261
36 C 3.5616 -2.4839 -2.8979
37 O 3.0786 -3.6999 -2.9189
38 N 2.9016 -1.3709 -2.6139
39 N 4.8436 -2.2309 -2.9219
40 H 1.9096 -1.3409 -2.7839
41 H 3.3486 -0.4489 -2.7099
42 H 5.4726 -3.0759 -2.9679
43 H 5.2156 -1.2659 -2.9849
44 C 3.1696 -1.6699 0.6151
45 O 2.7706 -3.0029 0.2841
46 N 3.2596 -1.2889 1.8321
47 N 3.5736 -0.8319 -0.2629
48 H 3.2176 -2.0199 2.5851
49 H 3.2616 -0.3239 2.1171
50 H 3.3276 -1.1029 -1.2729
51 H 3.9346 0.1091 -0.1179
52 C 0.0496 -2.5759 -3.9179
53 O 0.1706 -1.4329 -3.0559
54 H -0.8744 -2.6059 -4.5499
55 H -0.0234 -3.4989 -3.3809
56 H 0.8386 -2.6609 -4.6619
57 H -0.3594 -1.5069 -2.2939
58 C -4.1384 -0.1979 1.7811
59 O -2.9714 0.1891 1.1001
60 H -3.9504 -0.3649 2.8251
61 H -4.4194 -1.1689 1.3281
62 H -5.0264 0.4701 1.6351
63 H -2.7744 1.0781 1.3821
64 C 0.2796 2.1981 4.3351
65 O 1.0086 2.5171 3.1331
66 H -0.3584 3.0661 4.5131
67 H 0.9016 1.9581 5.1471
68 H -0.3534 1.3411 4.0381
69 H 0.4896 3.0681 2.5191
70 C -1.0764 1.5601 -2.8599
71 O -2.0534 1.2441 -1.8919
72 H -0.6464 2.5811 -2.6389
73 H -1.5034 1.5041 -3.8989
74 H -0.2324 0.9211 -2.8539
75 H -2.0284 0.3431 -1.6199
76 C -2.4284 3.3301 1.3441
77 O -2.3024 2.5351 2.5301
78 H -2.3794 2.7501 0.4231
79 H -1.6924 4.1051 1.3181
80 H -3.4324 3.7401 1.3271
81 H -2.6024 3.0251 3.3131
82 C 0.6276 0.6421 0.3111
83 O 0.0386 0.2671 1.5531
84 H 1.5936 1.0391 0.3981
85 H 0.0836 1.3981 -0.2039
86 H 0.6536 -0.2159 -0.4069
87 H 0.1146 0.9581 2.1551
88 C 1.0726 4.4981 0.1701
89 O 0.7546 4.6451 1.5391
90 H 0.1526 4.0451 -0.2539
91 H 1.8776 3.7771 0.1211
92 H 1.2886 5.5611 -0.2749
93 H 0.5426 5.5991 1.7241

The calculation puts the lowest unoccupied orbital energy at -0.188 eV. Its frontier orbital gap is 8.1 eV. The HOMO energy comes out at -0.30279 hartree.

***

Entry 6:
The molecule C6H10. Source: OMol25; level of theory: the ωB97M-V functional and the def2-TZVPD basis.

Geometry (Å):
1 C 2.2579 0.0508 0.2421
2 C 0.8203 -0.3552 0.5292
3 C -1.3182 -1.4649 -1.2127
4 C -2.0955 -0.4255 -0.6321
5 C -1.5653 0.5681 0.1415
6 C -0.1383 0.8364 0.5136
7 H 2.6299 0.7965 0.9533
8 H 2.3365 0.4793 -0.7643
9 H 2.9222 -0.8180 0.2780
10 H 0.7403 -0.8637 1.4969
11 H -1.7562 -1.7192 -2.1964
12 H 0.4859 -1.0851 -0.2145
13 H -3.1601 -0.3146 -0.8703
14 H -2.2544 1.3638 0.4357
15 H 0.2277 1.6056 -0.1874
16 H -0.1328 1.3458 1.4872

The calculation puts the lowest unoccupied orbital energy (spin up / spin down) at -0.539 / -0.635 eV. Its frontier orbital gap (spin up / spin down) is 7.4 / 7.7 eV. The HOMO energy (spin up / spin down) comes out at -0.29314 / -0.30646 hartree.

***

| no. | DFT total energy (Ha) |
| --- | --- |
| 1 | -2903.731071 |
| 2 | -309.758236 |
| 3 | -382.904606 |
| 4 | -688.129127 |
| 5 | -1950.849827 |
| 6 | -234.450325 |